{"formula": "C18H37BNO4Si2", "method": "wB97M-V/def2-TZVPD", "homo_lumo_gap_ev": 5.1, "e_tot_ev": -45384.3314, "fmax_ev_per_a": 0.49, "homo_energy_ev": -3.9, "total_charge": -1, "elements": ["C", "C", "C", "C", "C", "C", "C", "C", "C", "B", "C", "O", "C", "O", "O", "C", "O", "H", "H", "H", "H", "H", "H", "H", "H", "H", "H", "H", "H", "H", "H", "H", "H", "H", "H", "H", "C", "Si", "C", "C", "N", "Si", "C", "C", "C", "H", "H", "H", "H", "H", "H", "H", "H", "H", "H", "H", "H", "H", "H", "H", "H", "H", "H"], "coordinates": [[5.128265, 1.398339, 3.400983], [5.149224, 0.069440, 2.631457], [6.063333, 0.029456, 1.394541], [5.393987, 0.330939, 0.043221], [4.346033, 1.455849, 0.042736], [2.912041, 0.942382, -0.097805], [1.879506, 2.036592, 0.218818], [1.607749, 2.164674, 1.681001], [0.980981, 1.355141, 2.542880], [0.208395, 0.001011, 2.304299], [0.421376, -0.973588, 1.093923], [-0.740044, -0.261134, 3.239458], [1.067340, 2.025394, 3.880866], [0.834968, 1.625745, 4.971254], [1.569598, 3.322187, 3.696999], [2.053741, 3.389438, 2.422818], [2.705945, 4.302197, 2.026832], [4.297005, 2.040150, 3.109191], [6.038334, 1.971053, 3.207752], [5.048837, 1.233084, 4.475727], [5.484110, -0.710994, 3.318418], [4.130381, -0.207705, 2.342744], [6.493801, -0.973154, 1.322001], [6.911931, 0.703951, 1.549603], [4.916291, -0.590684, -0.307357], [6.174431, 0.554380, -0.688146], [4.421991, 2.050870, 0.956761], [4.544766, 2.148694, -0.779445], [2.752669, 0.580899, -1.116076], [2.774744, 0.093164, 0.574577], [2.276834, 2.993222, -0.128805], [0.940232, 1.875304, -0.313311], [0.390838, -0.479167, 0.121101], [1.363360, -1.525115, 1.176348], [-0.381487, -1.716312, 1.091765], [-1.106288, -1.147481, 3.163182], [-1.548550, -0.998809, -4.261787], [-3.191411, -1.421386, -3.407489], [-3.217852, -3.325070, -3.331436], [-4.531694, -0.970063, -4.682736], [-3.300946, -0.644700, -1.946691], [-4.503715, -0.663318, -0.801069], [-4.852829, -2.370307, -0.031616], [-6.188986, 0.000139, -1.383933], [-3.997732, 0.456187, 0.646002], [-1.439819, -1.497093, -5.231060], [-1.478913, 0.080387, -4.422625], [-0.710306, -1.299982, -3.627097], [-2.931293, -3.778249, -4.287103], [-4.212398, -3.701379, -3.073452], [-2.518555, -3.675049, -2.567182], [-4.631507, 0.116764, -4.743994], [-5.505364, -1.381241, -4.399794], [-4.290919, -1.347633, -5.682749], [-5.368963, -3.027179, -0.737755], [-5.476067, -2.298910, 0.867303], [-3.909549, -2.848729, 0.245234], [-6.047927, 0.949701, -1.905717], [-6.876993, 0.169625, -0.547693], [-6.674971, -0.696958, -2.072827], [-3.848279, 1.479380, 0.292257], [-3.054754, 0.107099, 1.077478], [-4.744924, 0.478553, 1.447219]], "atomic_forces_ev_per_a": [[-0.01, 0.04, -0.15], [0.03, -0.08, 0.06], [-0.03, -0.03, -0.08], [-0.04, -0.07, 0.03], [0.04, 0.06, 0.00], [0.11, 0.07, 0.06], [0.10, 0.08, -0.04], [0.03, 0.04, -0.17], [0.03, 0.08, 0.15], [-0.25, -0.07, -0.11], [-0.14, -0.20, 0.18], [0.36, -0.05, 0.31], [-0.14, 0.01, -0.12], [-0.12, -0.05, 0.10], [0.38, -0.17, 0.13], [-0.35, -0.03, -0.03], [0.15, 0.24, -0.13], [0.00, 0.00, 0.01], [0.02, -0.04, 0.11], [-0.02, 0.03, -0.01], [-0.01, 0.00, -0.02], [0.03, -0.03, 0.05], [0.06, 0.04, -0.02], [-0.08, 0.05, 0.04], [-0.03, 0.06, -0.03], [0.01, -0.05, 0.02], [0.05, 0.00, -0.04], [-0.02, 0.03, 0.05], [0.00, -0.07, 0.03], [-0.08, 0.03, -0.11], [-0.07, 0.01, -0.03], [-0.01, -0.15, 0.07], [0.08, 0.01, 0.03], [0.04, 0.10, -0.09], [0.02, 0.00, -0.12], [-0.26, 0.10, -0.19], [-0.04, -0.06, -0.07], [0.18, 0.14, 0.08], [0.00, -0.02, -0.09], [0.03, -0.06, -0.06], [-0.25, -0.22, -0.04], [0.43, 0.20, -0.13], [-0.14, 0.08, 0.11], [-0.08, -0.07, 0.16], [-0.18, -0.09, 0.13], [0.01, 0.01, 0.01], [0.02, 0.01, 0.02], [0.01, 0.02, 0.01], [-0.01, 0.01, 0.00], [0.01, 0.02, 0.05], [-0.01, -0.01, 0.01], [-0.02, 0.00, 0.00], [0.00, 0.04, 0.03], [0.00, 0.00, 0.01], [0.05, -0.01, -0.03], [0.00, -0.01, -0.01], [0.00, -0.02, -0.02], [0.00, 0.00, -0.02], [0.00, 0.00, -0.01], [0.04, 0.02, -0.04], [0.03, 0.00, -0.02], [0.03, 0.02, -0.02], [0.02, 0.02, 0.00]], "nbo_charge": [-0.608, -0.411, -0.387, -0.396, -0.412, -0.379, -0.471, 0.018, -0.419, 0.959, -1.004, -0.836, 0.778, -0.501, -0.506, 0.753, -0.529, 0.198, 0.202, 0.213, 0.204, 0.199, 0.201, 0.191, 0.196, 0.204, 0.203, 0.205, 0.216, 0.202, 0.234, 0.250, 0.260, 0.235, 0.238, 0.496, -1.116, 1.836, -1.129, -1.130, -1.751, 1.834, -1.129, -1.130, -1.113, 0.203, 0.218, 0.214, 0.206, 0.214, 0.218, 0.221, 0.215, 0.206, 0.217, 0.206, 0.217, 0.223, 0.207, 0.216, 0.221, 0.209, 0.203]}

{"formula": "C18H37Cl12N3O3", "method": "wB97M-V/def2-TZVPD", "homo_lumo_gap_ev": 9.2, "e_tot_ev": -180148.7829, "fmax_ev_per_a": 1.89, "homo_energy_ev": -9.1, "smiles": "ClC(Cl)(Cl)Cl.CN(C)C=O.CN(C)C=O.CN(C)C=O.ClCCCl.ClCCCl.ClCCCl.ClCCCl", "relative_energy_ev": 0.000, "elements": ["Cl", "C", "Cl", "Cl", "Cl", "C", "N", "C", "C", "O", "H", "H", "H", "H", "H", "H", "H", "C", "N", "C", "C", "O", "H", "H", "H", "H", "H", "H", "H", "C", "N", "C", "C", "O", "H", "H", "H", "H", "H", "H", "H", "Cl", "C", "C", "Cl", "H", "H", "H", "H", "Cl", "C", "C", "Cl", "H", "H", "H", "H", "Cl", "C", "C", "Cl", "H", "H", "H", "H", "Cl", "C", "C", "Cl", "H", "H", "H", "H"], "coordinates": [[-6.145548, 3.772216, -0.545521], [-4.439466, 3.360300, -0.632766], [-3.583359, 4.713195, -1.427523], [-3.762366, 3.121368, 0.976380], [-4.201456, 1.911911, -1.591289], [1.339536, 5.735798, -0.055880], [1.668755, 5.175124, -1.342245], [2.634317, 5.911164, -2.139324], [1.256664, 3.939388, -1.717789], [1.610135, 3.363180, -2.761501], [0.964779, 6.753590, -0.167555], [2.228112, 5.753466, 0.585337], [0.589320, 5.122231, 0.439424], [2.284346, 6.956231, -2.219343], [3.600790, 6.000868, -1.627025], [2.758592, 5.573317, -3.156057], [0.623108, 3.444489, -0.960100], [2.135557, -4.546037, -1.786811], [2.517435, -5.812192, -1.188509], [3.734307, -6.416562, -1.662387], [1.879138, -6.332377, -0.112958], [2.223117, -7.323875, 0.503405], [1.691120, -4.688570, -2.782551], [3.018866, -3.918761, -1.942509], [1.420947, -3.997866, -1.179297], [3.786628, -7.487282, -1.529018], [3.828864, -6.188740, -2.728333], [4.601417, -5.944684, -1.182148], [1.006761, -5.737095, 0.218780], [2.849388, 0.513559, 1.733797], [3.297320, 1.872953, 1.977153], [2.317949, 2.939715, 1.855326], [4.594087, 2.173286, 2.230651], [5.004944, 3.264796, 2.487113], [2.072926, 0.533774, 0.970887], [2.386723, 0.114448, 2.640006], [3.663989, -0.100495, 1.362291], [1.617539, 2.688573, 1.057814], [1.749543, 3.043220, 2.786666], [2.818783, 3.874590, 1.635737], [5.241722, 1.280157, 2.197270], [-2.514198, 0.462741, -4.125670], [-0.845922, 1.049042, -4.102290], [0.056712, 0.255076, -4.989783], [0.268426, -1.435971, -4.429790], [-0.495960, 1.168302, -3.087476], [-0.841400, 2.065099, -4.507076], [1.063044, 0.662239, -4.937370], [-0.266961, 0.241941, -6.022699], [-4.142402, -6.287840, 2.142149], [-3.204686, -4.789309, 2.377124], [-3.030926, -4.090020, 1.045878], [-1.737254, -4.830263, 0.062902], [-2.256972, -5.096313, 2.797859], [-3.767023, -4.149824, 3.049161], [-2.736294, -3.049011, 1.173369], [-3.977103, -4.107798, 0.511532], [-3.583673, -1.053835, 3.185151], [-3.969949, -0.260628, 4.726012], [-4.293657, 1.205040, 4.544349], [-2.880603, 2.141497, 3.960355], [-3.059139, -0.306994, 5.324270], [-4.765269, -0.749456, 5.279142], [-4.666271, 1.686767, 5.443356], [-5.040854, 1.369797, 3.767928], [-0.927439, 1.290515, 0.096022], [-1.574971, -0.371494, -0.014499], [-0.652558, -1.336306, -0.729703], [0.697002, -1.869812, 0.303958], [-2.547031, -0.332492, -0.499705], [-1.704088, -0.683091, 1.019287], [-0.258935, -0.965817, -1.665984], [-1.228990, -2.244161, -0.917385]], "atomic_forces_ev_per_a": [[-0.17, -0.08, 0.11], [0.36, 0.40, -0.11], [-0.01, -0.13, 0.09], [-0.24, 0.04, 0.05], [-0.07, -0.15, -0.10], [0.19, -0.09, 0.20], [0.06, -0.59, -0.68], [-0.13, 1.47, 0.42], [1.07, -0.63, -1.19], [-0.79, 0.84, 1.50], [-0.06, 0.00, 0.02], [-0.08, 0.15, -0.03], [-0.09, 0.02, -0.05], [-0.03, -0.29, 0.03], [-0.06, -0.41, -0.10], [-0.10, -0.65, 0.03], [-0.11, 0.17, -0.22], [-0.01, -0.08, -0.54], [-0.43, -0.09, 0.28], [0.65, 0.64, -0.58], [0.03, 0.19, 0.47], [0.03, 0.05, -0.33], [0.04, -0.09, 0.16], [-0.05, -0.01, 0.23], [0.04, -0.15, 0.17], [-0.28, -0.14, 0.26], [-0.05, -0.17, 0.02], [-0.02, -0.20, 0.08], [0.06, 0.00, -0.26], [-0.36, 0.53, 0.09], [0.06, 0.12, -0.53], [-0.06, -0.38, 0.38], [-0.77, -1.46, -0.16], [0.68, 1.57, 0.24], [0.05, -0.04, -0.09], [0.16, -0.34, -0.06], [0.08, -0.15, 0.23], [0.04, 0.01, -0.01], [-0.02, 0.13, -0.09], [0.12, 0.05, 0.05], [0.03, -0.04, -0.02], [-0.22, -0.20, 0.06], [0.16, 0.98, -0.48], [0.70, -0.35, 0.35], [-0.16, -0.12, -0.06], [0.07, -0.40, 0.31], [-0.20, -0.06, 0.00], [-0.04, 0.27, -0.05], [-0.20, -0.12, -0.05], [-0.11, -0.14, 0.09], [-0.06, -0.09, -0.46], [0.06, 0.28, 0.19], [-0.23, -0.11, -0.10], [0.14, 0.19, 0.19], [0.03, 0.01, 0.14], [0.03, -0.03, 0.21], [0.12, -0.10, -0.26], [-0.30, -0.16, 0.00], [0.75, 0.86, 0.66], [-0.37, 0.35, -0.92], [0.11, -0.10, 0.30], [-0.09, -0.24, 0.02], [-0.17, -0.30, -0.35], [0.22, -0.20, 0.25], [-0.09, -0.23, 0.07], [0.15, -0.03, -0.18], [0.31, -0.14, 0.27], [-0.63, -0.28, 0.22], [0.13, 0.19, 0.09], [0.04, 0.15, -0.15], [-0.11, -0.07, -0.02], [0.09, 0.14, -0.08], [0.06, 0.04, -0.16]], "mulliken_charge": [-0.106, 0.219, -0.121, -0.022, -0.035, -0.942, 0.090, -0.999, 0.870, -0.705, 0.348, 0.343, 0.266, 0.321, 0.325, 0.314, -0.199, -0.421, 0.142, -1.001, 0.287, -0.614, 0.280, 0.371, -0.210, 0.305, 0.379, 0.323, 0.154, -0.692, 0.135, -0.481, 0.096, -0.560, 0.041, 0.297, 0.375, -0.117, 0.296, 0.282, 0.294, -0.194, -0.063, -0.576, -0.164, -0.040, 0.380, 0.294, 0.394, -0.198, -0.408, 0.321, -0.148, 0.369, 0.214, -0.519, 0.431, -0.095, -0.529, -0.476, -0.155, 0.276, 0.352, 0.354, 0.268, 0.016, -0.437, -0.130, -0.189, 0.334, 0.072, -0.006, 0.325]}